A structure of composition C2H3N3O at a distorted geometry, computed with ωB97M-V/def2-TZVPD.

- gap between HOMO and LUMO (spin up / spin down) (eV) = 8.7 / 8.7
- spin multiplicity = 1
- F_max (eV/Å) = 1.025
- charge = 0
- E (eV) = -8634.5589
- energy relative to the best compared isomer or geometry (same formula, charge and spin) (kJ/mol) = 572.7

Geometry as XYZ:
```
9
C2H3N3O | OMol25 | ωB97M-V/def2-TZVPD
C -1.387 -0.050 0.074
C 0.300 -0.001 0.010
N 0.212 -0.984 0.740
O 2.641 -0.387 0.201
N 2.365 0.566 -0.489
N 1.026 0.873 -0.661
H -1.609 0.921 0.517
H -1.610 -0.110 -0.993
H -1.953 -0.830 0.602
```

Atomic charges from the Mulliken analysis, expressed in e, are listed below:
1 C -0.656
2 C 0.751
3 N -0.292
4 O -0.338
5 N 0.147
6 N -0.447
7 H 0.271
8 H 0.274
9 H 0.289



A cluster of 3 separate species, C3H13N5 in total at a distorted geometry, computed with ωB97M-V/def2-TZVPD.

- gap between HOMO and LUMO (eV) = 9.3
- spin multiplicity = 1
- F_max (eV/Å) = 5.279
- charge = +2
- E (eV) = -10754.3544
- energy relative to the best compared isomer or geometry (same formula, charge and spin) (kJ/mol) = 24.0

Geometry as XYZ:
```
21
C3H13N5 | OMol25 | ωB97M-V/def2-TZVPD
C 0.822 0.276 0.250
C 1.156 1.694 0.286
C 1.347 -0.927 -0.064
N 0.503 2.400 1.206
N -2.506 -1.711 -0.881
N 0.873 -2.126 -0.284
N -1.122 0.016 0.645
N 2.096 2.147 -0.540
H 2.440 -0.723 -0.369
H -0.035 1.930 1.908
H 0.240 3.458 1.131
H -3.522 -1.560 -1.176
H -1.977 -1.660 -1.708
H 1.609 -2.787 -0.564
H 0.088 -2.482 0.326
H -1.409 0.991 0.783
H -1.031 -0.435 1.568
H -1.576 -0.564 -0.106
H 2.516 1.514 -1.191
H 2.146 3.151 -0.716
H -2.657 -2.603 -0.501
```

Atomic charges from the Mulliken analysis, expressed in e, are listed below:
1 C -0.142
2 C 0.730
3 C 0.174
4 N -0.456
5 N -0.894
6 N -0.350
7 N -0.519
8 N -0.315
9 H 0.316
10 H 0.290
11 H 0.294
12 H 0.275
13 H 0.285
14 H 0.293
15 H 0.275
16 H 0.378
17 H 0.363
18 H 0.250
19 H 0.209
20 H 0.283
21 H 0.260



An isolated molecule of C9H9PS at a distorted geometry, computed with ωB97M-V/def2-TZVPD.

- gap between HOMO and LUMO (eV) = 9.5
- spin multiplicity = 1
- F_max (eV/Å) = 3.878
- charge = 0
- E (eV) = -29599.6844
- SMILES = C#CCc1ccccc1PS
- energy relative to the best compared isomer or geometry (same formula, charge and spin) (kJ/mol) = 180.8

Geometry as XYZ:
```
20
C9H9PS | OMol25 | ωB97M-V/def2-TZVPD
C -1.686 -0.932 -3.174
C -0.798 -0.459 -2.511
C 0.234 0.008 -1.685
C -0.017 -0.284 -0.184
C -0.273 -1.614 0.183
C -0.422 -1.865 1.561
C -0.356 -0.878 2.509
C -0.143 0.446 2.065
C 0.088 0.700 0.712
P 0.287 2.396 0.140
S 2.342 2.518 -0.223
H -2.327 -1.551 -3.648
H 0.356 1.096 -1.768
H 1.229 -0.280 -1.774
H -0.268 -2.247 -0.740
H -0.719 -2.940 1.824
H -0.516 -1.235 3.501
H -0.046 1.328 2.888
H 0.610 3.024 1.300
H 2.259 3.388 -1.380
```

Atomic charges from the Mulliken analysis, expressed in e, are listed below:
1 C 0.029
2 C -0.528
3 C -0.967
4 C 0.555
5 C -0.568
6 C -0.389
7 C -0.648
8 C -0.224
9 C 0.706
10 P -0.163
11 S -0.295
12 H 0.483
13 H 0.252
14 H 0.489
15 H 0.333
16 H 0.253
17 H 0.398
18 H 0.086
19 H 0.045
20 H 0.154



An isolated molecule of C2H5N3O2S at a distorted geometry, computed with ωB97M-V/def2-TZVPD.

- gap between HOMO and LUMO (eV) = 10.0
- spin multiplicity = 1
- F_max (eV/Å) = 7.450
- charge = 0
- E (eV) = -21552.3048
- energy relative to the best compared isomer or geometry (same formula, charge and spin) (kJ/mol) = 348.2

Geometry as XYZ:
```
13
C2H5N3O2S | OMol25 | ωB97M-V/def2-TZVPD
C -0.731 0.632 -0.021
C 1.794 0.274 -0.156
N 0.174 1.444 0.269
N -0.591 -0.693 -0.183
N -2.047 1.086 -0.216
O 0.829 -1.584 1.701
O 1.273 -2.419 -0.515
S 0.927 -1.297 0.287
H 1.763 0.453 -1.184
H 2.467 0.640 0.467
H -1.238 -1.113 -0.876
H -1.935 2.070 0.166
H -2.684 0.507 0.260
```

Atomic charges from the Mulliken analysis, expressed in e, are listed below:
1 C 0.584
2 C -0.572
3 N -0.590
4 N -0.330
5 N -0.519
6 O -0.583
7 O -0.583
8 S 1.027
9 H 0.339
10 H 0.377
11 H 0.293
12 H 0.302
13 H 0.255



A cluster of 2 separate species, C4H12N2O in total at a distorted geometry, computed with ωB97M-V/def2-TZVPD.

- gap between HOMO and LUMO (eV) = 8.1
- spin multiplicity = 1
- F_max (eV/Å) = 3.339
- charge = 0
- E (eV) = -9368.7946
- SMILES = C/C(O)=C\N.CN
- energy relative to the best compared isomer or geometry (same formula, charge and spin) (kJ/mol) = 231.5

Geometry as XYZ:
```
19
C4H12N2O | OMol25 | ωB97M-V/def2-TZVPD
C 0.769 1.005 -0.796
C 0.841 -0.086 0.248
O 0.317 0.242 1.489
C 1.874 -0.967 0.267
N 2.862 -1.070 -0.706
H 0.486 0.581 -1.772
H 1.715 1.530 -0.896
H 0.044 1.760 -0.507
H -0.624 0.482 1.309
H 2.035 -1.572 1.146
H 3.762 -1.367 -0.356
H 2.945 -0.261 -1.308
C -2.319 -0.610 0.266
N -2.345 0.845 0.324
H -2.457 -1.026 1.263
H -3.138 -1.016 -0.344
H -1.183 -0.908 -0.112
H -2.623 1.246 -0.568
H -2.961 1.189 1.051
```

Atomic charges from the Mulliken analysis, expressed in e, are listed below:
1 C -1.401
2 C 0.572
3 O -0.555
4 C -0.483
5 N -0.512
6 H 0.300
7 H 0.453
8 H 0.376
9 H 0.442
10 H 0.349
11 H 0.241
12 H 0.222
13 C -0.748
14 N -0.530
15 H 0.319
16 H 0.325
17 H 0.239
18 H 0.215
19 H 0.176



Look up the F_max of the first one.
1.025 eV/Å



The highest F_max belongs to which entry?
C2H5N3O2S



What did the fourth record say?
An isolated molecule of C2H5N3O2S at a distorted geometry, computed with ωB97M-V/def2-TZVPD.

- gap between HOMO and LUMO (eV) = 10.0
- spin multiplicity = 1
- F_max (eV/Å) = 7.450
- charge = 0
- E (eV) = -21552.3048
- energy relative to the best compared isomer or geometry (same formula, charge and spin) (kJ/mol) = 348.2

Geometry as XYZ:
```
13
C2H5N3O2S | OMol25 | ωB97M-V/def2-TZVPD
C -0.731 0.632 -0.021
C 1.794 0.274 -0.156
N 0.174 1.444 0.269
N -0.591 -0.693 -0.183
N -2.047 1.086 -0.216
O 0.829 -1.584 1.701
O 1.273 -2.419 -0.515
S 0.927 -1.297 0.287
H 1.763 0.453 -1.184
H 2.467 0.640 0.467
H -1.238 -1.113 -0.876
H -1.935 2.070 0.166
H -2.684 0.507 0.260
```

Atomic charges from the Mulliken analysis, expressed in e, are listed below:
1 C 0.584
2 C -0.572
3 N -0.590
4 N -0.330
5 N -0.519
6 O -0.583
7 O -0.583
8 S 1.027
9 H 0.339
10 H 0.377
11 H 0.293
12 H 0.302
13 H 0.255